# 1
Molecular formula: C2H2N3P
Method: DFT, ωB97M-V with the def2-TZVPD basis set

Molar mass, g/mol: 99.033
Highest occupied orbital energy (alpha / beta), eV: -9.0432 / -10.6494
E_LUMO (alpha / beta), eV: -3.56 / -2.83
Relative energy (zero: lowest compared OMol25 entry of this formula, charge and spin), eV: 3.888

The geometry in ORCA input format:
```
! RIJCOSX wB97M-V def2-TZVPD def2/J DEFGRID3
* xyz 0 1
C 0.730 -3.423 -1.868
C -0.023 0.087 -2.784
N 1.539 -4.064 -1.357
N 0.921 0.411 -3.332
N 0.008 -0.352 -0.167
P -0.995 -0.678 -1.469
H -0.267 -0.811 0.673
H 0.497 0.561 -0.118
*
```



# 2
Molecular formula: C3H4F2S
Method: DFT, ωB97M-V with the def2-TZVPD basis set

Molar mass, g/mol: 110.128
SMILES: FC(F)[C@H]1CS1
Highest occupied orbital energy, eV: -9.6400
E_LUMO, eV: 0.59
Relative energy (zero: lowest compared OMol25 entry of this formula, charge and spin), eV: 1.901

The geometry in ORCA input format:
```
! RIJCOSX wB97M-V def2-TZVPD def2/J DEFGRID3
* xyz 0 1
F -1.638 -1.559 -0.035
C -1.017 -0.394 0.205
F -2.175 0.315 -0.256
C 0.071 -0.040 -0.499
C 1.307 0.616 0.178
S 1.564 -1.016 -0.179
H -0.937 -0.427 1.361
H -0.009 0.284 -1.652
H 1.193 0.862 1.394
H 1.642 1.358 -0.517
*
```



# 3
Molecular formula: C2H5NO
Method: DFT, ωB97M-V with the def2-TZVPD basis set

Molar mass, g/mol: 59.068
SMILES: C#C.NO
Highest occupied orbital energy, eV: -9.6440
E_LUMO, eV: 1.06
Relative energy (zero: lowest compared OMol25 entry of this formula, charge and spin), eV: 4.884

The geometry in ORCA input format:
```
! RIJCOSX wB97M-V def2-TZVPD def2/J DEFGRID3
* xyz 0 1
C 0.865 -1.656 -0.528
C 1.147 -2.143 0.543
H 0.540 -1.087 -1.363
H 1.213 -2.827 1.340
N -0.938 1.053 -0.198
O -0.437 2.154 0.589
H -1.821 0.844 0.271
H -1.126 1.553 -1.103
H 0.556 2.109 0.448
*
```



# 4
Molecular formula: C21H26N4O4S
Method: DFT, ωB97M-V with the def2-TZVPD basis set

Molar mass, g/mol: 430.530
SMILES: CN1CCC(=NNC(=O)CN(c2ccc(Oc3ccccc3)cc2)S(C)(=O)=O)CC1
Highest occupied orbital energy, eV: -8.1124
E_LUMO, eV: 0.53
Relative energy (zero: lowest compared OMol25 entry of this formula, charge and spin), eV: 3.986

The geometry in ORCA input format:
```
! RIJCOSX wB97M-V def2-TZVPD def2/J DEFGRID3
* xyz 0 1
C 3.351 2.768 -3.251
N 3.069 3.101 -1.872
C 3.699 2.163 -0.956
C 3.529 2.636 0.489
C 2.080 2.857 0.776
N 1.585 2.249 1.771
N 0.300 2.401 2.177
C -0.218 1.600 3.139
O -1.303 1.809 3.636
C 0.665 0.396 3.457
N 0.758 -0.452 2.290
C -0.384 -1.051 1.750
C -0.360 -1.584 0.460
C -1.471 -2.208 -0.073
C -2.646 -2.304 0.664
O -3.759 -2.971 0.220
C -4.140 -2.881 -1.093
C -4.866 -3.950 -1.610
C -5.335 -3.902 -2.908
C -5.085 -2.794 -3.702
C -4.373 -1.728 -3.182
C -3.901 -1.762 -1.883
C -2.680 -1.768 1.946
C -1.568 -1.153 2.484
S 2.280 -0.787 1.681
C 2.409 -2.580 1.923
O 3.247 -0.164 2.532
O 2.361 -0.513 0.276
C 1.393 3.748 -0.217
C 1.645 3.173 -1.617
H 4.429 2.778 -3.405
H 2.901 3.518 -3.900
H 2.966 1.776 -3.536
H 4.763 2.111 -1.197
H 3.269 1.152 -1.045
H 3.922 1.890 1.179
H 4.062 3.580 0.621
H -0.288 3.159 1.830
H 0.263 -0.141 4.322
H 1.681 0.736 3.661
H 0.528 -1.490 -0.139
H -1.425 -2.622 -1.070
H -5.055 -4.804 -0.978
H -5.897 -4.735 -3.303
H -5.449 -2.760 -4.717
H -4.185 -0.855 -3.790
H -3.360 -0.921 -1.475
H -3.591 -1.842 2.519
H -1.644 -0.732 3.472
H 1.543 -3.061 1.488
H 2.463 -2.753 2.989
H 3.317 -2.911 1.436
H 0.318 3.824 -0.047
H 1.831 4.747 -0.167
H 1.191 3.828 -2.366
H 1.167 2.178 -1.689
*
```



# 5
Molecular formula: C3H11NO2S2
Method: DFT, ωB97M-V with the def2-TZVPD basis set

Molar mass, g/mol: 157.260
SMILES: N[C@@H](CO)CSS.O
Highest occupied orbital energy, eV: -7.8624
E_LUMO, eV: 0.39
Relative energy (zero: lowest compared OMol25 entry of this formula, charge and spin), eV: 1.303

The geometry in ORCA input format:
```
! RIJCOSX wB97M-V def2-TZVPD def2/J DEFGRID3
* xyz 0 1
N -0.114 -1.530 1.233
C 0.011 -0.297 0.462
C 1.574 0.085 0.616
O 1.840 0.308 1.982
C -0.198 -0.479 -1.002
S -1.930 -0.886 -1.564
S -3.194 -0.730 0.050
H 0.132 -1.382 2.200
H 0.317 -2.350 0.839
H -0.567 0.460 0.993
H 2.162 -0.790 0.361
H 1.808 0.988 0.026
H 1.428 1.115 2.291
H 0.535 -1.005 -1.609
H -0.076 0.567 -1.418
H -2.568 -1.059 1.191
O -0.475 2.399 -1.805
H 0.330 2.558 -2.313
H -1.015 2.026 -2.531
*
```



> Look up the molar mass of the second one.

110.128 g/mol